Entry 1:
The following is a DFT calculation (ωB97M-V/def2-TZVPD) of C41H58F5MoN3O3S as an isolated structure at a distorted geometry.

CARTESIAN COORDINATES (ANGSTROEM)
Mo1 0.267 0.556 0.490
C1 -2.734 0.316 1.562
N1 -2.147 0.210 0.223
C2 -2.843 1.149 -0.662
C3 -2.354 -1.158 -0.305
C4 -1.062 -1.782 -0.825
N2 0.034 -1.641 0.130
C5 1.286 -2.012 -0.537
C6 2.534 -1.893 0.292
C7 3.268 -3.021 0.622
C8 4.556 -2.924 1.127
C9 5.144 -1.661 1.086
C10 4.465 -0.508 0.742
C11 3.058 -0.596 0.534
O1 2.298 0.449 0.497
C12 5.181 0.815 0.503
C13 6.698 0.629 0.374
C14 4.676 1.409 -0.820
C15 4.879 1.779 1.653
C16 5.349 -4.120 1.638
C17 6.594 -4.352 0.770
C18 4.524 -5.410 1.636
C19 5.775 -3.832 3.086
C20 -0.208 -2.546 1.260
C21 0.436 -2.264 2.596
C22 0.771 -3.376 3.349
C23 1.097 -3.289 4.694
C24 1.045 -2.022 5.266
C25 0.731 -0.876 4.561
C26 0.457 -0.965 3.165
O2 0.177 0.083 2.447
C27 0.726 0.476 5.266
C28 1.964 1.238 4.786
C29 0.794 0.358 6.795
C30 -0.549 1.265 4.940
C31 1.337 -4.548 5.514
C32 -0.019 -5.250 5.689
C33 1.899 -4.245 6.907
C34 2.321 -5.491 4.812
H1 -3.786 -0.011 1.563
H2 -2.695 1.351 1.894
H3 -2.164 -0.293 2.266
H4 -3.929 0.990 -0.614
H5 -2.530 0.997 -1.694
H6 -2.623 2.175 -0.380
H7 -3.071 -1.143 -1.135
H8 -2.796 -1.781 0.481
H9 -0.769 -1.282 -1.757
H10 -1.245 -2.844 -1.058
H11 1.389 -1.345 -1.403
H12 1.212 -3.046 -0.909
H13 2.821 -3.989 0.446
H14 6.193 -1.586 1.321
H15 6.930 -0.138 -0.363
H16 7.152 0.359 1.325
H17 7.153 1.562 0.047
H18 4.848 0.709 -1.637
H19 5.197 2.339 -1.041
H20 3.612 1.621 -0.765
H21 5.207 1.352 2.600
H22 3.811 1.958 1.709
H23 5.387 2.731 1.503
H24 6.304 -4.544 -0.261
H25 7.156 -5.211 1.138
H26 7.251 -3.486 0.783
H27 4.259 -5.704 0.623
H28 3.616 -5.279 2.215
H29 5.104 -6.218 2.082
H30 6.432 -2.967 3.134
H31 6.300 -4.686 3.515
H32 4.896 -3.619 3.690
H33 0.064 -3.573 0.956
H34 -1.289 -2.556 1.455
H35 0.734 -4.340 2.861
H36 1.255 -1.929 6.314
H37 2.865 0.772 5.186
H38 1.925 2.275 5.109
H39 2.019 1.210 3.704
H40 1.752 -0.043 7.118
H41 -0.003 -0.277 7.180
H42 0.687 1.346 7.239
H43 -0.602 1.484 3.878
H44 -0.551 2.213 5.478
H45 -1.430 0.693 5.228
H46 -0.718 -4.574 6.178
H47 0.085 -6.148 6.298
H48 -0.435 -5.528 4.724
H49 1.180 -3.685 7.503
H50 2.822 -3.673 6.838
H51 2.110 -5.178 7.429
H52 1.933 -5.833 3.857
H53 2.507 -6.366 5.432
H54 3.267 -4.984 4.637
O3 0.238 0.800 -1.558
N3 -0.251 1.597 -2.482
C35 -0.553 2.886 -2.212
C36 -1.040 3.736 -3.170
C37 -1.264 3.254 -4.462
C38 -1.011 1.924 -4.723
C39 -0.508 1.066 -3.741
S1 -0.270 -0.580 -3.988
H55 -0.372 3.211 -1.202
H56 -1.249 4.757 -2.901
H57 -1.633 3.907 -5.239
H58 -1.197 1.500 -5.697
F1 1.480 3.260 0.011
C40 0.730 2.640 1.012
F2 1.634 2.638 2.059
C41 -0.282 3.723 1.460
F3 -0.237 4.870 0.760
F4 -0.169 4.067 2.747
F5 -1.567 3.297 1.328

Computed properties:
multiplicity	2
LUMO (spin up / spin down)	2.42 / 2.42	eV
charge	-1
gap between HOMO and LUMO (spin up / spin down)	6.71 / 6.33	eV
⟨S²⟩	0.754


Entry 2:
The following is a DFT calculation (ωB97M-V/def2-TZVPD) of C41H59BiN7OPS3Si as an isolated structure at a distorted geometry.

CARTESIAN COORDINATES (ANGSTROEM)
Bi1 -0.322 -0.050 -0.220
O1 -0.540 1.439 -2.578
C1 0.007 1.650 -3.689
C2 -0.529 2.560 -4.663
C3 0.047 2.702 -5.877
C4 1.189 1.991 -6.281
C5 1.761 1.152 -5.364
C6 1.235 1.010 -4.070
C7 1.956 0.215 -3.107
N1 1.535 -0.499 -2.068
C8 2.682 -1.078 -1.535
C9 3.776 -0.790 -2.272
N2 3.298 0.047 -3.239
H1 -1.449 3.080 -4.379
H2 -0.365 3.389 -6.612
H3 1.616 2.126 -7.257
H4 2.645 0.578 -5.622
H5 2.582 -1.650 -0.639
H6 4.820 -1.033 -2.115
H7 3.819 0.581 -3.922
C10 0.095 -3.084 -3.891
N3 -0.929 -2.099 -3.900
C11 -1.230 -1.230 -4.951
C12 -2.231 -0.439 -4.553
N4 -2.565 -0.790 -3.257
C13 -1.756 -1.796 -2.876
S1 -1.640 -2.615 -1.381
C14 -3.424 0.073 -2.457
C15 -4.525 0.596 -3.132
C16 -5.460 1.290 -2.288
C17 -5.114 1.609 -1.042
C18 -3.690 1.499 -0.635
N5 -3.026 0.294 -1.239
H8 0.772 -2.929 -4.748
H9 -0.326 -4.102 -3.920
H10 0.671 -2.995 -2.948
H11 -0.670 -1.235 -5.869
H12 -2.730 0.369 -5.052
H13 -4.780 0.180 -4.101
H14 -6.462 1.429 -2.655
H15 -5.846 1.965 -0.343
H16 -3.620 1.386 0.453
S2 1.419 2.248 -0.269
C19 2.219 3.056 1.084
C20 1.868 2.873 2.433
C21 2.567 3.494 3.468
C22 3.571 4.393 3.184
C23 3.972 4.578 1.859
C24 3.304 3.918 0.834
H17 1.069 2.165 2.689
H18 2.273 3.325 4.510
H19 4.048 4.963 3.957
H20 4.815 5.219 1.649
H21 3.686 4.030 -0.166
S3 -1.632 1.471 2.530
C25 -2.901 0.457 2.940
N6 -3.813 -0.218 3.223
C26 -1.533 -2.700 2.942
C27 -0.116 -2.678 3.558
C28 -0.108 -1.428 4.423
C29 0.079 -3.930 4.452
P1 1.110 -2.479 2.063
N7 0.642 -1.488 0.964
C30 2.822 -1.910 2.822
C31 3.161 -2.536 4.165
C32 4.004 -2.109 1.860
C33 2.701 -0.394 2.916
C34 1.381 -4.257 1.395
C35 0.037 -4.938 1.114
C36 2.280 -5.213 2.190
C37 1.995 -4.058 0.000
H22 -2.240 -2.429 3.730
H23 -1.782 -3.676 2.507
H24 -1.644 -1.947 2.165
H25 -0.888 -1.596 5.162
H26 -0.384 -0.528 3.865
H27 0.823 -1.235 4.987
H28 -0.743 -3.963 5.180
H29 1.013 -3.926 5.027
H30 0.048 -4.875 3.914
H31 3.362 -3.605 4.064
H32 2.408 -2.389 4.929
H33 4.099 -2.085 4.552
H34 4.288 -3.147 1.675
H35 4.874 -1.588 2.295
H36 3.779 -1.626 0.910
H37 1.905 -0.046 3.563
H38 2.529 0.045 1.932
H39 3.685 -0.029 3.308
H40 -0.493 -5.226 2.015
H41 0.207 -5.887 0.547
H42 -0.603 -4.329 0.499
H43 1.920 -5.366 3.206
H44 3.315 -4.908 2.189
H45 2.226 -6.180 1.680
H46 1.347 -3.415 -0.578
H47 2.109 -5.061 -0.503
H48 2.971 -3.623 0.098
C38 -1.905 5.256 0.341
Si1 -3.425 4.281 -0.142
C39 -4.445 3.940 1.357
C40 -4.423 5.437 -1.250
C41 -2.861 2.722 -0.999
H49 -2.201 6.226 0.778
H50 -1.253 5.467 -0.516
H51 -1.333 4.669 1.080
H52 -4.556 4.820 2.016
H53 -3.966 3.166 1.982
H54 -5.458 3.595 1.121
H55 -4.819 6.271 -0.657
H56 -5.236 4.875 -1.691
H57 -3.803 5.849 -2.074
H58 -1.835 2.562 -0.686
H59 -2.806 2.860 -2.074

Computed properties:
multiplicity	1
LUMO	3.88	eV
charge	-2
relative energy (zero: lowest compared OMol25 entry of this formula, charge and spin)	0.0	kcal per mole
gap between HOMO and LUMO	4.83	eV


What did we get for molecular weight? Answer: 863.930; 1030.212 g/mol, in the order shown.
What did we get for energy? Answer: -2952.89513; -4096.36477 a.u., in the order shown.